Record 1
{
  "formula": "C37H43BrN9",
  "method": "wB97M-V/def2-TZVPD",
  "fmax_ev_per_a": 2.2,
  "orbital_gap_ev": 7.5682,
  "e_homo_ev": -10.8,
  "charge": 1,
  "e_lumo_ev": -3.21,
  "species": ["N", "C", "C", "C", "C", "N", "C", "N", "C", "Br", "C", "H", "H", "H", "H", "H", "H", "H", "H", "H", "H", "H", "H", "H", "N", "C", "C", "C", "C", "C", "H", "H", "H", "H", "H", "N", "C", "C", "C", "C", "C", "H", "H", "H", "H", "H", "N", "C", "C", "C", "C", "C", "H", "H", "H", "H", "H", "N", "C", "C", "C", "C", "C", "H", "H", "H", "H", "H", "N", "C", "C", "C", "C", "C", "H", "H", "H", "H", "H", "N", "C", "C", "C", "C", "C", "H", "H", "H", "H", "H"],
  "xyz": [[0.76, -0.43, 2.63], [0.05, -0.41, 1.34], [0.73, 0.46, 0.27], [1.13, 1.92, 0.65], [0.36, 2.62, 1.77], [-1.11, 2.53, 1.64], [-1.83, 2.30, 2.72], [-3.10, 2.23, 2.30], [-3.15, 2.43, 0.97], [-4.68, 2.41, -0.08], [-1.89, 2.62, 0.53], [0.28, 0.18, 3.29], [0.59, -1.35, 3.03], [-1.00, -0.12, 1.41], [0.04, -1.43, 0.94], [0.08, 0.50, -0.61], [1.64, -0.05, -0.04], [2.19, 1.98, 0.88], [0.99, 2.52, -0.25], [0.71, 2.31, 2.75], [0.62, 3.68, 1.71], [-1.46, 2.19, 3.72], [-3.86, 2.04, 2.93], [-1.51, 2.79, -0.46], [-2.46, -1.25, -3.21], [-2.53, -1.18, -4.54], [-3.14, -0.13, -5.22], [-3.71, 0.89, -4.49], [-3.65, 0.83, -3.10], [-3.02, -0.26, -2.52], [-2.07, -2.00, -5.07], [-3.16, -0.13, -6.30], [-4.20, 1.72, -4.98], [-4.08, 1.60, -2.48], [-2.95, -0.34, -1.44], [-2.28, -6.52, -4.08], [-2.27, -7.03, -2.85], [-2.53, -6.30, -1.70], [-2.82, -4.95, -1.84], [-2.83, -4.39, -3.11], [-2.56, -5.22, -4.19], [-2.04, -8.09, -2.79], [-2.51, -6.77, -0.73], [-3.02, -4.34, -0.97], [-3.05, -3.34, -3.25], [-2.57, -4.83, -5.20], [3.45, 2.30, 4.14], [3.23, 1.17, 3.47], [4.17, 0.17, 3.32], [5.42, 0.35, 3.90], [5.67, 1.52, 4.61], [4.65, 2.46, 4.70], [2.25, 1.08, 3.02], [3.94, -0.73, 2.76], [6.19, -0.40, 3.80], [6.63, 1.70, 5.07], [4.80, 3.39, 5.24], [5.54, 4.13, -1.13], [4.76, 4.35, -0.08], [4.78, 3.58, 1.07], [5.65, 2.50, 1.13], [6.47, 2.25, 0.04], [6.38, 3.09, -1.06], [4.09, 5.20, -0.17], [4.12, 3.81, 1.90], [5.69, 1.87, 2.01], [7.17, 1.43, 0.05], [7.01, 2.94, -1.93], [3.31, -9.16, -2.96], [2.48, -9.37, -3.98], [1.48, -8.49, -4.37], [1.34, -7.31, -3.65], [2.19, -7.07, -2.59], [3.16, -8.02, -2.29], [2.62, -10.31, -4.51], [0.84, -8.72, -5.20], [0.58, -6.59, -3.92], [2.12, -6.16, -2.00], [3.85, -7.87, -1.46], [-6.51, 7.39, 2.69], [-6.62, 6.21, 2.08], [-5.67, 5.21, 2.16], [-4.54, 5.45, 2.92], [-4.41, 6.67, 3.57], [-5.42, 7.60, 3.42], [-7.53, 6.08, 1.49], [-5.83, 4.27, 1.63], [-3.76, 4.70, 3.02], [-3.54, 6.89, 4.17], [-5.36, 8.56, 3.91]],
  "mulliken_charge": [-0.413, -0.629, -0.691, -0.392, -1.135, 0.335, -0.278, 0.143, -0.351, 0.038, -0.038, 0.141, 0.296, 0.051, 0.561, 0.323, 0.417, 0.007, 0.610, 0.658, 0.341, 0.461, 0.249, 0.624, -0.481, -0.209, -0.502, -0.462, 0.034, -0.040, 0.397, 0.398, 0.396, -0.042, 0.439, -0.515, -0.375, -0.367, -0.383, 0.158, -0.229, 0.381, 0.397, 0.402, 0.206, 0.352, -0.512, 0.030, -0.531, -0.619, -0.264, -0.278, 0.363, 0.371, 0.384, 0.403, 0.394, -0.583, -0.411, -0.225, 0.327, -0.597, -0.287, 0.371, 0.448, 0.235, 0.385, 0.359, -0.562, -0.187, -0.431, -0.112, -0.458, -0.170, 0.354, 0.367, 0.496, 0.347, 0.342, -0.528, -0.400, -0.186, 0.364, -0.563, -0.263, 0.356, 0.164, 0.296, 0.367, 0.361]
}


Record 2
{
  "formula": "C37H43Cl6F5O2S2",
  "method": "wB97M-V/def2-TZVPD",
  "fmax_ev_per_a": 2.7,
  "de_lowest_kcal_mol": 0.0,
  "orbital_gap_ev": 9.3720,
  "e_homo_ev": -9.0,
  "e_lumo_ev": 0.41,
  "species": ["C", "S", "O", "C", "H", "H", "H", "H", "H", "H", "C", "S", "O", "C", "H", "H", "H", "H", "H", "H", "F", "C", "C", "C", "C", "C", "C", "H", "H", "H", "H", "H", "F", "C", "C", "C", "C", "C", "C", "H", "H", "H", "H", "H", "F", "C", "C", "C", "C", "C", "C", "H", "H", "H", "H", "H", "F", "C", "C", "C", "C", "C", "C", "H", "H", "H", "H", "H", "F", "C", "C", "C", "C", "C", "C", "H", "H", "H", "H", "H", "C", "Cl", "Cl", "H", "H", "C", "Cl", "Cl", "H", "H", "C", "Cl", "Cl", "H", "H"],
  "xyz": [[-0.72, -3.12, 3.38], [-2.44, -2.55, 3.13], [-2.94, -2.20, 4.47], [-1.88, -1.07, 2.20], [0.04, -3.25, 2.62], [-0.83, -4.08, 3.90], [-0.42, -2.43, 4.19], [-1.48, -1.44, 1.26], [-1.09, -0.45, 2.66], [-2.75, -0.47, 1.96], [-1.81, -2.03, -5.38], [-0.29, -1.12, -4.97], [0.68, -2.12, -4.43], [0.19, -0.81, -6.77], [-2.62, -1.57, -5.95], [-2.15, -2.40, -4.42], [-1.54, -2.95, -5.85], [0.19, -1.70, -7.37], [1.24, -0.46, -6.84], [-0.47, -0.06, -7.21], [-2.80, 3.45, -0.74], [-3.33, 2.26, -1.14], [-4.13, 2.24, -2.31], [-4.57, 1.07, -2.85], [-4.33, -0.14, -2.21], [-3.61, -0.06, -1.01], [-3.06, 1.09, -0.48], [-4.29, 3.21, -2.72], [-5.04, 1.19, -3.80], [-4.69, -1.04, -2.63], [-3.45, -1.01, -0.46], [-2.42, 1.02, 0.40], [-2.78, -3.26, -0.82], [-1.80, -4.19, -0.90], [-0.84, -4.04, -1.92], [0.15, -5.04, -1.99], [0.11, -6.08, -1.09], [-0.89, -6.24, -0.13], [-1.85, -5.25, 0.01], [-0.74, -3.11, -2.49], [0.87, -5.00, -2.83], [0.78, -6.94, -1.24], [-0.87, -7.05, 0.60], [-2.59, -5.19, 0.81], [0.49, -0.01, 5.06], [1.83, -0.31, 5.17], [2.45, -1.06, 4.18], [3.79, -1.38, 4.32], [4.50, -1.05, 5.50], [3.82, -0.33, 6.49], [2.50, 0.00, 6.34], [1.95, -1.43, 3.31], [4.25, -1.99, 3.53], [5.54, -1.31, 5.57], [4.27, -0.06, 7.45], [1.98, 0.59, 7.09], [0.49, 5.89, 0.77], [1.72, 5.56, 1.24], [1.78, 5.35, 2.62], [2.97, 4.88, 3.19], [4.09, 4.64, 2.45], [4.01, 4.90, 1.07], [2.84, 5.36, 0.46], [0.85, 5.46, 3.20], [2.99, 4.66, 4.27], [5.00, 4.19, 2.85], [4.92, 4.73, 0.49], [2.76, 5.44, -0.61], [0.99, -1.50, 1.05], [0.80, -0.36, 0.31], [0.43, -0.41, -0.99], [0.28, 0.76, -1.75], [0.58, 1.98, -1.18], [0.97, 2.07, 0.14], [1.09, 0.88, 0.91], [0.19, -1.37, -1.47], [-0.04, 0.69, -2.78], [0.49, 2.90, -1.71], [1.27, 2.98, 0.62], [1.41, 0.95, 1.94], [-1.69, 2.24, -4.53], [-2.51, 1.78, -6.03], [0.04, 2.50, -4.87], [-2.11, 3.15, -4.07], [-1.79, 1.36, -3.90], [2.99, -0.18, -3.59], [3.23, 0.54, -5.18], [3.98, 0.64, -2.40], [1.95, -0.08, -3.30], [3.35, -1.20, -3.66], [-2.06, 2.22, 4.49], [-3.62, 2.24, 3.61], [-0.70, 2.85, 3.56], [-2.21, 2.85, 5.36], [-1.86, 1.16, 4.75]],
  "mulliken_charge": [-0.821, 0.444, -0.669, -0.149, 0.239, 0.509, 0.139, -0.321, 0.130, 0.460, -1.150, 0.868, -0.592, -1.020, 0.393, 0.213, 0.452, 0.412, 0.203, 0.292, -0.362, 0.337, -0.993, -0.185, -0.997, 0.151, -0.215, 0.559, 0.460, 0.574, 0.228, 0.479, -0.304, 0.428, 0.388, -0.644, -0.562, -0.508, -0.502, 0.085, 0.424, 0.339, 0.373, 0.435, -0.239, 0.391, 0.042, -0.645, -0.593, -0.345, -0.658, 0.494, 0.376, 0.397, 0.368, 0.399, -0.348, 0.410, -0.366, -0.271, -0.634, -0.296, -0.538, 0.507, 0.344, 0.388, 0.355, 0.459, -0.493, 0.364, 0.484, 1.011, -0.798, -0.430, -0.656, 0.150, -1.108, 0.488, 0.248, 0.693, 0.390, -0.174, -0.101, 0.414, -0.473, 0.780, -0.192, -0.161, -0.776, 0.301, -0.306, -0.164, 0.016, 0.399, 0.082]
}